DFT (ωB97M-V/def2-TZVPD) results for 4 unconnected molecules or ions with the total composition C20H20N4 in a non-equilibrium geometry.

## Properties
- Lowest unoccupied orbital energy: 0.38 eV
- F_max: 5.19 eV/Å
- Gap between HOMO and LUMO: 0.360 hartree
- Spin multiplicity: 1
- Relative energy (zero: lowest compared OMol25 entry of this formula, charge and spin): 95.6 kcal/mol
- SMILES: c1ccncc1.c1ccncc1.c1ccncc1.c1ccncc1

CARTESIAN COORDINATES (ANGSTROEM)
N1 12.6471 -8.4767 -0.0150
C1 11.7981 -8.0857 1.0124
C2 10.5591 -8.7728 1.0272
C3 10.2207 -9.6694 0.0556
C4 11.0909 -10.0166 -0.9578
C5 12.3491 -9.4117 -0.9442
H1 12.2617 -7.4385 1.7422
H2 9.8959 -8.4298 1.8076
H3 9.2651 -10.1723 0.0374
H4 10.7932 -10.6697 -1.7648
H5 13.0012 -9.3074 -1.7988
N2 13.0002 -5.1123 -7.2368
C6 11.9786 -5.5834 -6.4693
C7 11.5890 -5.0465 -5.2518
C8 12.2912 -3.9434 -4.7834
C9 13.3392 -3.3602 -5.5834
C10 13.7059 -4.0418 -6.7888
H6 11.4070 -6.3661 -6.9457
H7 10.7089 -5.3091 -4.6835
H8 11.8918 -3.3941 -3.9436
H9 13.8459 -2.4741 -5.2306
H10 14.5663 -3.8152 -7.4010
N3 21.0336 -5.0145 1.8286
C11 20.8573 -4.2495 0.7101
C12 20.2539 -4.5727 -0.4465
C13 19.5576 -5.7763 -0.4222
C14 19.6273 -6.5660 0.7029
C15 20.3286 -6.1553 1.7965
H11 21.3661 -3.3009 0.7981
H12 20.1298 -3.8622 -1.2503
H13 18.9447 -6.0204 -1.2773
H14 19.0627 -7.4841 0.7713
H15 20.2669 -6.8705 2.6034
N4 13.9074 -0.9328 2.2233
C16 14.0860 -0.4716 0.9592
C17 14.4697 -1.3866 -0.0011
C18 14.6733 -2.6797 0.3464
C19 14.7176 -3.0589 1.7575
C20 14.2565 -2.1646 2.6086
H16 13.6694 0.5042 0.7572
H17 14.5234 -1.1317 -1.0492
H18 14.8951 -3.3900 -0.4364
H19 15.0901 -4.0317 2.0427
H20 14.2460 -2.3618 3.6704